Entry 1:
# C2H2O2Ru

A structure of composition C2H2O2Ru (ωB97M-V/def2-TZVPD, OMol25).

```
! RIJCOSX wB97M-V def2-TZVPD def2/J DEFGRID3
* xyz 2 7
O -1.3516 0.0307 0.6715
C -0.1769 -0.4750 0.6516
C 0.7425 -0.0416 -0.3448
O 0.3497 0.7997 -1.2250
Ru -1.5053 1.2079 -0.8566
H 1.7472 -0.4753 -0.4110
H 0.1946 -1.0465 1.5142
*
```

Properties
LUMO energy (spin up / spin down): -0.4422 / -0.5551 hartree
HOMO energy (spin up / spin down): -20.4296 / -23.1116 eV
Expectation value of S²: 12.010

***

Entry 2:
# C45H58N12O6S

A cluster of 13 separate species, C45H58N12O6S in total (ωB97M-V/def2-TZVPD, OMol25).

```
! RIJCOSX wB97M-V def2-TZVPD def2/J DEFGRID3
* xyz -2 1
S 0.3833 0.1224 -0.0181
O -0.1008 -0.5699 -1.3362
O 0.5681 1.4725 -0.2794
O -0.6641 -0.0616 0.9292
O 1.5671 -0.5420 0.4365
N 3.8161 -1.2312 -0.4648
C 3.7143 -1.7256 -1.8463
C 5.1445 -2.2966 -2.0834
C 6.0469 -1.7257 -0.9109
C 5.0769 -1.0003 -0.0057
H 2.8334 -0.9823 -0.1412
H 2.7798 -1.8613 -2.1408
H 5.5623 -2.8427 -3.0454
H 6.9999 -1.7504 -0.7952
H 5.3125 -0.4141 0.8493
N -0.7851 -3.3380 -2.0230
C 0.1128 -4.2329 -1.3252
C -0.2057 -5.5917 -1.5197
C -1.4201 -5.5786 -2.4503
C -1.8211 -4.1241 -2.6100
H -0.7747 -2.3516 -1.8590
H 0.8867 -3.5240 -0.8503
H 0.4213 -6.5272 -1.1720
H -2.0216 -6.2984 -3.0508
H -2.4232 -3.6924 -3.3672
N 1.1540 -0.3966 -3.6638
C 2.0859 0.6457 -3.9013
C 2.5286 0.4124 -5.2667
C 1.6481 -0.7089 -5.8632
C 0.7619 -1.1586 -4.7118
H 0.8285 -0.3370 -2.6069
H 2.6065 1.2005 -2.9384
H 3.0272 0.9256 -5.9170
H 1.7150 -1.0243 -6.8534
H -0.0144 -1.9279 -4.6215
N -1.6301 3.1025 -2.2049
C -1.9450 4.4256 -1.9315
C -2.4223 5.0500 -3.3326
C -2.3750 3.8847 -4.3262
C -1.9055 2.7184 -3.5306
H -1.1430 2.3634 -1.5820
H -1.5643 4.8721 -0.9761
H -2.7877 6.0796 -3.6641
H -2.5858 3.8789 -5.2311
H -1.6107 1.7489 -4.0024
N 0.5324 3.7755 1.4267
C 1.7458 4.4066 1.7825
C 1.3372 5.4474 2.8173
C -0.1895 5.2461 3.0083
C -0.6207 4.2075 1.9707
H 0.4279 3.0158 0.7291
H 2.6802 3.9536 1.4021
H 2.0601 5.9251 3.3313
H -0.7765 5.8574 3.6009
H -1.5437 3.5597 1.7548
N -0.5416 0.0313 3.7135
C -1.2869 0.8585 4.3574
C -0.9828 0.5414 5.7832
C -0.0273 -0.5018 5.9111
C 0.1995 -0.8584 4.4379
H -0.5630 -0.0350 2.5733
H -1.6767 1.8249 3.8069
H -1.5760 1.2376 6.6680
H 0.4909 -1.0574 6.8161
H 0.8154 -1.5566 3.7641
N -2.8559 -2.3178 1.6231
C -3.1388 -3.4379 0.7769
C -3.7177 -4.5826 1.6957
C -3.6815 -3.9927 3.1415
C -3.2000 -2.5840 2.9682
H -2.2416 -1.5144 1.0950
H -2.9748 -3.5655 -0.2818
H -3.8727 -5.6357 1.3716
H -4.0396 -4.5235 3.9171
H -3.1081 -1.8927 3.8398
N -3.7448 1.0252 1.0259
C -4.0916 2.0940 0.2078
C -5.4236 2.5145 0.6537
C -5.8584 1.7116 1.7487
C -4.6502 0.7102 2.0448
H -2.8844 0.6361 0.9288
H -3.2977 2.3324 -0.4553
H -5.9006 3.2782 0.2226
H -6.7376 1.7756 2.2685
H -4.4003 0.0317 2.7497
N -3.2588 -0.8893 -2.5475
C -4.3687 -1.0491 -1.7530
C -5.5250 -1.1471 -2.6196
C -5.0295 -1.1133 -4.0269
C -3.5642 -0.8431 -3.9095
H -2.0632 -0.7961 -2.2054
H -4.2771 -1.2205 -0.5836
H -6.4057 -1.2972 -2.2657
H -5.6452 -1.1191 -4.8579
H -2.7639 -0.8179 -4.6591
N 2.7223 2.8338 -1.0781
C 3.9107 2.2693 -0.5242
C 5.0512 3.2294 -0.7341
C 4.2884 4.5300 -1.2911
C 2.7681 4.1155 -1.4327
H 1.7695 2.2999 -1.0343
H 3.9117 1.1284 -0.3461
H 6.0340 3.0425 -0.3555
H 4.6357 5.4581 -1.3993
H 1.9262 4.6441 -1.7880
N 2.1421 -2.8560 1.8966
C 1.6139 -4.0939 2.1080
C 2.6451 -4.8557 2.8668
C 3.7966 -3.9351 3.1824
C 3.4225 -2.6938 2.4555
H 1.9421 -1.9764 1.2068
H 0.5506 -4.3501 1.6539
H 2.5221 -5.9299 3.0363
H 4.6372 -4.2159 3.6251
H 3.9974 -1.8420 2.4130
C 2.4747 1.0445 2.8930
N 3.4783 1.9223 3.4754
O 3.4842 2.2971 4.5828
O 4.4424 2.2198 2.7255
H 1.6320 1.4085 3.2812
H 2.6565 0.1241 3.1556
H 2.3795 1.4456 1.8621
*
```

Properties
LUMO energy: 0.1599 hartree
HOMO energy: -3.5311 eV

***

Entry 3:
# C28H46LiN5O2S2

A structure of composition C28H46LiN5O2S2 (ωB97M-V/def2-TZVPD, OMol25).

```
! RIJCOSX wB97M-V def2-TZVPD def2/J DEFGRID3
* xyz 0 1
Li 1.4644 1.4212 -0.8014
C 2.7315 3.4815 1.3792
O 2.2169 3.0583 0.1340
C 1.9293 4.1069 -0.7778
C 0.4386 4.3061 -0.8611
O -0.0970 3.1199 -1.4035
C -1.4929 3.2355 -1.6149
H 3.5968 4.1360 1.2319
H 3.0447 2.5880 1.9146
H 1.9691 4.0038 1.9667
H 2.2923 3.7871 -1.7558
H 2.4534 5.0261 -0.5041
H 0.2039 5.1692 -1.4999
H 0.0099 4.4812 0.1345
H -1.7067 4.1134 -2.2350
H -2.0160 3.3300 -0.6580
H -1.8114 2.3330 -2.1256
C 5.5364 2.1859 -2.3315
C 6.1954 1.2681 -1.5263
C 5.4549 0.3003 -0.8791
C 4.0673 0.2668 -1.0393
N 3.4286 1.1850 -1.7798
C 4.1588 2.0974 -2.4150
C 3.2264 -0.7762 -0.4013
C 3.7041 -2.0864 -0.3636
C 2.9103 -3.0942 0.1557
C 1.6419 -2.7763 0.6189
C 1.1909 -1.4637 0.5569
C 1.9505 -0.3964 0.0502
H 6.0698 2.9513 -2.8777
H 7.2712 1.3074 -1.4107
H 5.9297 -0.4332 -0.2436
H 3.6106 2.7983 -3.0356
H 4.6832 -2.3265 -0.7635
H 3.2684 -4.1154 0.1792
H 1.0032 -3.5574 1.0183
H 0.1860 -1.2658 0.9283
C -1.3751 1.8542 5.0591
N -0.3597 1.2651 4.2285
C 0.9204 0.8624 4.7836
C 1.6746 0.3667 3.5413
N 0.9209 0.9861 2.4690
C -0.2807 1.4024 2.8821
S -1.4836 2.0170 1.8817
H -1.7250 1.1310 5.7986
H -2.2061 2.1571 4.4262
H -0.9874 2.7332 5.5853
H 0.7899 0.0842 5.5372
H 1.4167 1.7192 5.2585
H 1.6483 -0.7244 3.4521
H 2.7183 0.6833 3.5279
H 1.1190 0.7331 1.4778
C -4.7302 0.3172 0.8970
C -4.6847 -1.0239 1.6158
C -3.8036 -2.0645 0.9289
C -2.3424 -1.6241 0.7992
N -2.0533 -0.8626 -0.4017
C -1.3934 -1.2701 -1.4962
S -0.8000 -0.1419 -2.5963
N -1.1628 -2.5925 -1.7067
C -2.1304 -3.6695 -1.5369
C -3.2977 -3.6097 -2.5294
C -3.0389 -4.2828 -3.8756
C -1.9213 -3.6575 -4.6996
H -5.4599 0.9825 1.3584
H -4.9996 0.1956 -0.1539
H -3.7661 0.8267 0.9388
H -5.6975 -1.4255 1.7067
H -4.3225 -0.8711 2.6368
H -4.2044 -2.2783 -0.0667
H -3.8466 -2.9983 1.4956
H -1.6446 -2.4637 0.8461
H -2.0873 -0.9723 1.6418
H -2.0771 0.1447 -0.3188
H -0.5659 -2.6983 -2.5124
H -2.5114 -3.6689 -0.5185
H -1.5739 -4.6031 -1.6533
H -3.5509 -2.5561 -2.6890
H -4.1749 -4.0735 -2.0687
H -3.9669 -4.2552 -4.4532
H -2.8178 -5.3424 -3.7084
H -2.0777 -2.5874 -4.8402
H -1.8565 -4.1251 -5.6818
H -0.9445 -3.7854 -4.2314
*
```

Properties
LUMO energy: 0.0166 hartree
HOMO energy: -7.2292 eV

***

no.,DFT total energy (a.u.),strongest force on any atom (eV/A)
1,-321.770541,2.90
2,-3255.424776,14.42
3,-2322.716629,0.50